Entry 1:
C10H10N2O3 in the gas phase at a distorted geometry, computed with ωB97M-V/def2-TZVPD.

```
25
Properties=species:S:1:pos:R:3:forces:R:3
O 2.550954 2.782166 -2.032617 -0.9451 0.0172 -0.8678
O 0.622771 -0.469379 -2.743987 0.0652 -0.9855 -1.9981
O 0.741087 2.454192 -3.412105 0.9966 -0.3038 1.5385
C 1.495046 2.220170 -2.273702 1.0368 1.4580 -0.8395
C 0.424613 0.011685 -1.659604 -0.1161 0.4768 1.1959
C -0.974795 -1.124765 1.736502 -0.6523 -2.3590 -1.6634
C 0.922169 1.341950 -1.292853 -2.0603 -2.0537 1.5610
C 0.832047 1.741665 0.012017 -0.4666 -1.4709 0.6402
C -0.300882 -0.311166 0.692527 -0.1313 0.2534 -0.3811
C -0.258773 -0.780476 -0.617850 -0.2623 0.3701 2.0034
C -1.466664 -2.377508 1.410901 0.9086 3.1599 0.5185
N 0.226550 0.961140 1.016426 1.1736 1.0435 -1.4731
N -0.852636 -1.990357 -0.944938 0.4025 0.5901 -0.8446
C 0.342362 1.391570 2.421025 -0.2032 -0.3379 -0.1130
C -1.350292 -2.954491 0.040171 0.2735 -0.3171 -0.2087
H 1.223385 3.158565 -3.865256 0.0721 -0.0081 -0.2344
H -1.123029 -0.799864 2.744371 0.1527 0.3870 0.3127
H 1.333386 2.670331 0.241103 -0.2955 0.0898 0.6976
H -1.947530 -2.958268 2.185633 -0.0251 -0.1117 -0.0855
H -0.615295 -2.307954 -1.900277 -0.2572 0.2532 1.0238
H 0.927927 2.310708 2.499750 -0.2494 -0.1128 -0.2661
H 0.874767 0.629177 2.997937 -0.1049 0.0395 -0.0562
H -0.653506 1.540640 2.868266 0.3695 0.0371 -0.1771
H -0.630799 -3.785904 0.144226 -0.3489 -0.2117 -0.3040
H -2.342866 -3.353829 -0.267663 0.6669 0.0963 0.0213
```
Positions in Å, forces in eV/Å.

Results
LUMO level in eV: 0.3
ΔE to the lowest compared entry with this formula, charge and spin in kJ/mol: 53.3
Spin multiplicity: 1
SMILES: Cn1cc(C(=O)O)c(=O)c2c1C=CCN2
HOMO level in eV: -7.272
Kohn-Sham gap in eV: 7.60
Electronic energy in eV: -19654.240
Maximum force in eV/A: 3.3


Entry 2:
12 unconnected molecules or ions with the total composition C6H38N2O11 at a distorted geometry, computed with ωB97M-V/def2-TZVPD.

```
57
Properties=species:S:1:pos:R:3:forces:R:3
C -1.307373 -2.257669 -0.713040 -0.5176 -0.1278 -1.3677
N -1.118787 -1.199975 -1.778410 0.6267 -1.0165 0.6414
C -2.056316 -0.076281 -1.833742 -0.6568 -1.6176 1.3914
C -1.972864 0.692017 -0.476815 1.2434 -0.4355 0.1700
C 0.007386 -2.646568 -0.062799 0.9869 2.1342 0.7009
N 0.403105 -1.762295 1.106046 -1.3523 -0.8650 0.0069
C -0.615899 -1.767781 2.140145 -0.7580 0.7285 2.0627
C 1.635174 -2.291571 1.623660 2.0610 1.7121 0.3118
H -1.602074 -3.117187 -1.313159 -0.2912 -0.3850 0.2789
H -2.155478 -2.087440 -0.001849 0.8284 0.2517 -0.4147
H -0.172079 -0.890250 -1.620304 0.0856 0.5935 -0.1921
H -3.023350 -0.616171 -2.008172 0.3977 1.0843 0.0934
H -1.757053 0.461806 -2.724458 -0.3341 0.5435 0.0432
H -1.364613 1.593545 -0.600477 -0.0291 -0.1434 0.0494
H -2.828428 0.997991 0.108860 -0.6241 -0.0737 -0.6457
H -1.417643 -0.005002 0.200375 -0.2709 0.7704 -0.4546
H 0.863573 -2.306628 -0.640315 -0.3429 -0.8602 -1.2014
H 0.136930 -3.731058 0.090896 -0.2913 0.2735 0.4629
H -0.167172 -1.619983 3.169164 -0.0508 -0.6701 -1.0607
H -1.170512 -2.734781 2.110172 0.0656 0.6539 0.3799
H -1.345782 -0.885295 2.203603 0.7196 -1.2072 -1.0903
H 1.586864 -3.302809 2.067270 0.0887 0.3413 -0.1624
H 2.434356 -2.170314 0.878297 -0.4256 -1.0589 -0.5702
H 2.139624 -1.539890 2.285949 -1.0690 -0.7490 0.5345
H 1.195459 -1.252456 -3.764283 -0.4255 0.4198 0.0314
H 0.058669 -2.365236 -3.933948 -0.1080 0.5947 0.1691
O 1.003175 -2.184804 -3.950674 0.2446 -1.0806 -0.2448
H -0.729957 1.170540 3.509391 -0.3125 -0.4385 -0.1817
H -2.129304 0.744608 4.232094 0.3345 -0.4516 -0.5003
O -1.409501 1.370950 4.155778 -0.1667 1.0403 0.6711
H 1.883726 -0.026120 -0.790433 0.1399 -0.2252 0.5896
H 3.415704 0.227817 -0.931878 -0.8114 -0.1672 0.2868
O 2.551837 0.666338 -0.705936 0.0345 -0.0133 -0.4949
H -1.018230 4.434917 2.317051 -0.6308 -0.2903 0.0754
H -1.952000 3.395280 2.879874 -0.0284 -0.0368 0.0036
O -1.971836 4.223894 2.381180 0.4393 0.2996 -0.2275
H 0.697379 3.596494 3.821791 0.4420 -0.3071 -0.1304
H 1.239747 2.750749 2.554079 -0.1325 0.6446 0.8882
O 0.466662 3.192389 2.979291 0.2329 -0.4353 -0.6289
H -2.843748 4.505753 -0.977140 0.0993 0.1892 0.1273
H -2.475624 4.097496 0.486523 -0.1184 -0.0326 0.1299
O -2.718528 3.755264 -0.391727 0.1633 0.1164 -0.3017
H -4.646560 1.899908 0.794000 0.4198 0.5710 -0.4423
H -4.372314 2.769993 -0.539496 0.7161 -0.0180 0.8203
O -4.979922 2.204617 -0.056260 -1.4833 -0.6809 -0.1555
H 2.322395 0.735834 -3.940017 -0.0630 0.0064 -0.0025
H 2.020536 0.489656 -2.454340 0.1041 0.3967 -0.0945
O 1.660376 0.362586 -3.348772 0.0274 0.0112 -0.1735
H 1.959317 2.895922 0.856788 0.5842 -0.1511 -0.2491
H 2.617614 1.533764 0.983316 0.0928 -0.2255 -0.5033
O 2.740224 2.454280 1.232503 -0.7635 0.7589 0.8002
H 2.918677 -3.935740 -2.413863 -0.1009 -0.0546 -0.0466
H 1.742413 -2.935814 -2.633283 0.5105 0.0084 -0.1305
O 2.466275 -3.193830 -2.001374 0.1606 -0.0359 0.0011
H 5.158941 -1.192931 -1.539635 -0.0940 -0.1395 -0.0435
H 3.765158 -1.944800 -1.739028 0.2253 0.6586 0.5500
O 4.231651 -1.183729 -1.282470 0.1782 -0.8091 -0.5603
```
Positions in Å, forces in eV/Å.

Results
LUMO level in eV: 0.2
ΔE to the lowest compared entry with this formula, charge and spin in kJ/mol: 360.6
Spin multiplicity: 1
SMILES: CCNCCN(C)C.O.O.O.O.O.O.O.O.O.O.O
HOMO level in eV: -8.641
Kohn-Sham gap in eV: 8.81
Electronic energy in eV: -32340.317
Maximum force in eV/A: 2.7


Entry 3:
A molecular structure, C20H27BrIN4O2PS3W, computed with ωB97M-V/def2-TZVPD.

```
60
Properties=species:S:1:pos:R:3:forces:R:3
W -0.218030 -0.115901 -0.543885 0.1642 0.3085 -0.3389
C -2.378262 2.494985 -6.012207 0.0070 -0.0009 -0.0007
C -2.185302 1.294728 -5.105282 -0.0265 -0.0085 -0.0115
N -0.786396 1.248275 -4.635167 0.0061 0.0024 0.0083
C -0.307181 0.661217 -3.562932 0.1540 -0.0021 -0.0092
S -1.473090 -0.198609 -2.473892 0.0157 0.0711 0.0866
N 0.965832 0.665475 -3.261751 -0.1198 0.0389 -0.0151
N 1.188669 -0.110792 -2.158355 -0.0877 -0.0661 0.1168
C 2.243301 -0.856782 -2.087361 0.0619 -0.0504 -0.0651
C 3.341159 -0.819765 -3.082040 -0.0077 0.0179 0.0058
C 2.206174 -1.827440 -0.981495 -0.0470 -0.0551 0.0886
C 3.161703 -2.794081 -0.784752 0.0314 -0.0199 -0.0057
C 2.957236 -3.771561 0.192366 -0.0056 -0.0079 0.0161
C 1.792746 -3.755148 0.933499 0.0149 0.0125 -0.0186
C 0.874541 -2.741076 0.709846 0.0404 0.0009 0.0226
N 1.073408 -1.792469 -0.216206 -0.0819 -0.1716 0.1016
H -3.404836 2.516980 -6.372075 -0.0021 -0.0024 0.0031
H -1.728172 2.435380 -6.886075 0.0007 -0.0017 0.0015
H -2.179214 3.427082 -5.484301 -0.0021 0.0007 -0.0036
H -2.409072 0.367369 -5.634691 0.0014 -0.0031 0.0045
H -2.837241 1.361297 -4.234000 0.0034 0.0077 0.0010
H -0.089280 1.669523 -5.240492 -0.0091 0.0159 0.0026
H 3.023749 -0.296560 -3.978359 0.0045 0.0090 0.0017
H 3.676274 -1.823698 -3.337919 -0.0072 -0.0021 -0.0046
H 4.192918 -0.278366 -2.656913 0.0079 -0.0159 -0.0008
H 4.055319 -2.810270 -1.392284 -0.0083 0.0137 -0.0076
H 3.701287 -4.541659 0.349653 -0.0029 -0.0030 0.0008
H 1.582163 -4.506394 1.681643 0.0035 -0.0003 0.0023
H -0.033435 -2.675461 1.292827 0.0072 -0.0023 0.0003
C -1.420117 2.985782 4.062508 0.0021 0.0000 -0.0013
C -2.676597 2.453880 3.439261 0.0347 0.0127 -0.0178
O -2.322139 1.259859 2.584328 -0.0664 -0.0231 0.0164
P -2.448318 1.176469 1.055596 -0.0661 0.0106 0.0033
S -0.936980 2.102138 0.035073 -0.1252 -0.0009 0.0498
S -2.083230 -0.834561 0.651347 0.0576 -0.0583 0.0478
O -3.768450 1.707604 0.486517 0.0209 -0.0460 -0.0333
C -5.152278 1.119685 0.603957 0.0041 0.0221 0.0070
C -5.652623 1.143105 2.018825 0.0007 -0.0002 0.0072
H -1.686929 3.814195 4.720283 -0.0077 -0.0018 -0.0002
H -0.728144 3.366552 3.311120 0.0015 -0.0014 0.0001
H -0.928399 2.223088 4.664175 0.0049 0.0012 -0.0022
H -3.183956 3.176570 2.802012 0.0005 0.0044 0.0011
H -3.377358 2.046358 4.161420 0.0019 0.0015 0.0025
H -5.085538 0.118396 0.181391 -0.0013 -0.0051 0.0079
H -5.723391 1.758822 -0.060932 -0.0075 -0.0046 0.0017
H -5.063119 0.505244 2.679001 -0.0022 -0.0014 -0.0025
H -6.672466 0.755385 2.019163 -0.0021 0.0034 -0.0072
H -5.688199 2.158220 2.411888 0.0043 -0.0010 0.0016
Br 0.702408 -0.957891 3.740591 0.0201 -0.0032 -0.0519
C 2.483239 -1.186532 3.152373 -0.0087 -0.0067 0.0239
C 3.291837 -2.086782 3.833076 -0.0388 -0.0148 0.0348
C 4.612682 -2.265525 3.448780 0.0305 0.0232 -0.0412
C 5.143573 -1.549297 2.382562 -0.0188 -0.0388 0.0513
C 4.347086 -0.649151 1.693834 0.0012 0.0383 -0.0507
C 3.021727 -0.481583 2.078795 0.0343 0.0074 -0.0451
I 1.918896 1.029959 1.135149 0.0085 -0.0024 0.0190
H 2.888031 -2.629657 4.677272 0.0052 -0.0007 -0.0015
H 5.236246 -2.954987 4.002316 -0.0025 -0.0008 0.0021
H 6.182021 -1.670001 2.105238 -0.0013 0.0044 -0.0074
H 4.763519 -0.061621 0.885683 -0.0008 -0.0037 0.0021
```
Positions in Å, forces in eV/Å.

Results
LUMO level (spin up / spin down) in eV: -11.4 / -11.0
ΔE to the lowest compared entry with this formula, charge and spin in kJ/mol: 52.4
Spin multiplicity: 2
HOMO level (spin up / spin down) in eV: -17.152 / -17.123
Kohn-Sham gap (spin up / spin down) in eV: 5.79 / 6.15
Charge: +3
Electronic energy in eV: -152973.770
Maximum force in eV/A: 0.5


Which of these has the highest ΔE to the lowest compared entry with this formula, charge and spin? C6H38N2O11